{
  "formula": "C18H18AsAuF6N4OS",
  "method": "ωB97M-V/def2-TZVPD",
  "total_charge": 3,
  "multiplicity": 2,
  "de_lowest_kcal_mol": 6.5,
  "energy_ha": -4358.81655,
  "e_homo_ev": [-17.9250, -17.9236],
  "e_lumo_ev": [-12.16, -13.63],
  "s2": 0.77,
  "gap_ev": [5.8, 4.3],
  "symbols": ["Au", "O", "C", "C", "C", "C", "C", "C", "C", "C", "N", "H", "H", "H", "H", "H", "H", "H", "H", "H", "H", "H", "N", "C", "C", "C", "C", "C", "C", "N", "C", "C", "C", "S", "C", "N", "H", "H", "H", "H", "H", "H", "H", "F", "As", "F", "F", "F", "F", "F"],
  "xyz": [[0.09, 0.78, 0.68], [0.36, 0.74, 2.65], [0.61, -0.57, 3.35], [-0.68, -1.10, 3.91], [-1.87, -0.95, 2.95], [-1.75, -1.84, 1.75], [-2.31, -3.11, 1.73], [-2.22, -3.89, 0.59], [-1.54, -3.39, -0.51], [-0.97, -2.14, -0.42], [-1.07, -1.37, 0.68], [1.16, 1.30, 2.76], [1.34, -0.35, 4.13], [1.10, -1.24, 2.64], [-0.93, -0.59, 4.84], [-0.52, -2.15, 4.17], [-1.94, 0.09, 2.62], [-2.79, -1.18, 3.48], [-2.84, -3.47, 2.61], [-2.68, -4.87, 0.56], [-1.45, -3.96, -1.43], [-0.38, -1.75, -1.24], [-0.58, 2.31, -3.00], [0.21, 1.27, -3.50], [0.62, 0.98, -4.76], [1.46, -0.16, -4.90], [1.85, -0.96, -3.79], [1.41, -0.68, -2.53], [0.55, 0.46, -2.38], [-0.05, 1.01, -1.29], [-0.70, 2.14, -1.70], [-1.33, 2.95, -0.69], [-2.08, 4.08, -0.73], [-2.47, 4.57, 0.85], [-1.61, 3.26, 1.50], [-1.07, 2.49, 0.59], [-0.95, 3.08, -3.54], [0.35, 1.58, -5.62], [1.82, -0.42, -5.89], [2.51, -1.80, -3.96], [1.73, -1.26, -1.68], [-2.44, 4.62, -1.59], [-1.53, 3.09, 2.57], [1.70, -0.55, 0.41], [3.56, 0.38, 0.51], [3.71, -0.57, 1.90], [3.98, -0.88, -0.53], [5.02, 1.19, 0.58], [2.91, 1.26, -0.83], [2.69, 1.56, 1.50]],
  "mulliken_charge": [1.57, -0.59, -0.45, -0.73, -0.91, 0.83, -0.74, -0.45, -1.01, -0.05, 0.22, 0.44, 0.61, 0.23, 0.37, 0.41, -0.02, 0.59, 0.49, 0.46, 0.46, 0.17, -0.01, 0.44, -0.87, -0.51, -1.09, 0.04, 0.77, 0.10, 0.79, -0.53, -0.17, 0.05, -0.18, -0.37, 0.31, 0.52, 0.48, 0.53, 0.60, 0.43, 0.44, -0.52, 1.92, -0.41, -0.41, -0.35, -0.43, -0.51]
}